(1)
A 2-piece molecular cluster, C5H6ClF3 overall in a non-equilibrium geometry, computed with ωB97M-V/def2-TZVPD.

Geometry as XYZ:
```
15
Properties=species:S:1:pos:R:3:forces:R:3:lowdin_charge:R:1
C -1.837 -0.650 0.596 0.9 0.8 -1.0 0.06
C -1.258 -0.476 -0.559 1.5 1.5 -0.8 -0.22
C 0.154 1.634 0.082 -1.9 -2.4 3.0 -0.13
C -0.264 0.530 -0.786 0.6 -0.9 -0.3 -0.70
C 1.702 -1.022 0.203 -0.4 -0.9 -0.8 -0.42
F 2.301 -1.789 -0.749 -0.4 0.8 0.7 0.08
F 1.077 -1.837 1.050 -0.1 0.2 -0.1 0.11
F 2.602 -0.330 0.870 0.3 0.3 -0.1 0.13
Cl 0.294 0.729 -2.397 -0.1 -0.1 -0.6 0.71
H -2.539 -1.347 0.704 -2.7 -2.7 0.8 0.03
H -1.467 -0.094 1.348 0.5 1.7 3.0 0.03
H -1.457 -1.118 -1.346 -0.5 -1.0 -1.7 0.08
H -0.037 1.304 1.170 1.2 0.6 -1.4 0.12
H -0.355 2.533 0.041 -2.0 1.7 -0.7 0.06
H 1.082 1.934 -0.226 2.9 0.3 0.1 0.04
```
Positions in Å, forces in eV/Å.

Values from the calculation:
**E**: -25953.136 eV
**Maximum force**: 4.2 eV/A
**Net charge**: 0

(2)
One molecule with the formula C5H6ClNO in a non-equilibrium geometry, computed with ωB97M-V/def2-TZVPD.

Geometry as XYZ:
```
14
Properties=species:S:1:pos:R:3:forces:R:3:lowdin_charge:R:1
C -1.113 0.391 -0.084 -1.0 -1.4 -0.7 -0.56
C 0.203 0.530 -0.094 -1.6 -3.7 0.2 -0.31
C -1.566 -1.126 -0.105 0.6 2.9 -0.3 -0.48
C 0.751 -0.896 0.070 -2.2 1.3 -0.8 -0.12
C 1.020 1.674 -0.037 1.2 2.2 0.4 -0.06
N -0.370 -1.780 -0.195 0.3 0.1 0.6 0.08
O -2.701 -1.501 -0.125 -0.1 -0.7 0.2 0.08
Cl -2.290 1.619 -0.230 0.0 0.1 0.1 0.72
H 1.537 -1.147 -0.535 2.0 -0.2 -2.3 0.10
H 1.175 -1.029 1.002 0.4 -0.2 2.6 0.11
H 2.068 1.391 -0.133 0.0 0.5 -0.2 0.09
H 0.865 2.066 0.963 0.4 0.4 0.4 0.10
H 0.697 2.494 -0.698 0.4 -0.4 0.0 0.10
H -0.276 -2.686 0.203 -0.3 -0.8 0.0 0.14
```
Positions in Å, forces in eV/Å.

Values from the calculation:
**E**: -21341.928 eV
**Maximum force**: 4.0 eV/A
**Net charge**: 0
**SMILES**: CC1=C(Cl)C(=O)NC1

(3)
One molecule with the formula C5H6ClNS in a non-equilibrium geometry, computed with ωB97M-V/def2-TZVPD.

Geometry as XYZ:
```
14
Properties=species:S:1:pos:R:3:forces:R:3:lowdin_charge:R:1
C -1.414 -0.347 0.355 3.2 -1.4 -1.8 -0.99
C -0.003 -0.732 0.379 3.8 -0.7 0.4 -0.20
C 1.092 0.026 0.095 -1.5 0.1 0.5 -0.64
C 1.046 1.490 -0.220 -1.1 -1.3 0.1 -0.18
C 0.188 2.406 0.231 2.9 0.9 -3.3 0.04
H -1.566 -0.574 2.449 -1.0 0.6 -2.1 0.17
H -2.953 -0.306 1.228 -1.3 0.0 1.7 0.08
H 0.308 -1.799 0.663 -1.1 1.4 -0.5 0.13
H 1.563 1.711 -1.102 1.1 0.5 -1.1 0.07
H 0.182 3.385 -0.305 -0.2 -0.9 0.7 0.09
H -0.346 2.274 1.061 -2.3 -0.4 3.1 0.01
N -1.991 -0.323 1.507 -1.2 0.1 2.5 0.10
S -2.108 -0.370 -1.127 -0.8 0.5 -0.2 0.69
Cl 2.649 -0.798 -0.091 -0.6 0.6 0.2 0.62
```
Positions in Å, forces in eV/Å.

Values from the calculation:
**E**: -30127.905 eV
**Maximum force**: 4.5 eV/A
**Net charge**: 0
**SMILES**: C=C/C(Cl)=C\C(N)=S

(4)
An isolated ion of composition C5H6ClO3 and charge -1 in a non-equilibrium geometry, computed with ωB97M-V/def2-TZVPD.

Geometry as XYZ:
```
15
Properties=species:S:1:pos:R:3:forces:R:3:lowdin_charge:R:1
C 0.116 0.294 -0.064 -0.3 0.5 0.3 -0.40
C -2.500 0.347 0.053 0.6 0.7 -0.2 -0.66
C 0.232 1.836 -0.221 3.5 -3.8 3.3 -0.02
C 1.030 -2.005 0.024 0.6 0.4 0.9 -0.12
C 1.200 -0.483 0.192 -2.8 -1.3 -1.2 -0.73
O -2.340 1.179 0.928 -0.5 -0.1 0.2 0.01
O -1.059 -0.325 -0.268 -0.1 -0.2 -0.7 -0.05
O -3.388 -0.081 -0.658 0.9 -0.2 0.4 0.02
Cl 2.734 0.185 0.470 1.2 0.3 0.0 0.63
H 0.841 2.107 0.696 -1.0 0.3 -0.9 0.08
H 0.900 1.932 -1.017 0.6 0.9 -1.7 0.05
H -0.696 2.205 -0.211 -3.2 2.0 -0.4 0.01
H 0.919 -2.391 -1.015 0.5 0.5 0.5 0.08
H 1.883 -2.434 0.572 -0.1 -0.4 -0.6 0.05
H 0.127 -2.366 0.521 0.0 0.3 0.1 0.06
```
Positions in Å, forces in eV/Å.

Values from the calculation:
**E**: -23948.354 eV
**Maximum force**: 6.1 eV/A
**Net charge**: -1
**SMILES**: C/C(Cl)=C(/C)OC(=O)[O-]

(5)
C5H6ClOP as an isolated structure in a non-equilibrium geometry, computed with ωB97M-V/def2-TZVPD.

Geometry as XYZ:
```
14
Properties=species:S:1:pos:R:3:forces:R:3:lowdin_charge:R:1
C 1.522 -0.099 -0.075 -1.0 -1.5 -1.3 0.01
C 0.883 -1.277 -0.305 0.7 3.6 1.1 -0.15
C -0.364 0.927 0.962 -1.5 1.3 1.6 -0.33
C 0.485 0.937 -0.343 -0.4 -0.8 2.1 -0.54
C -0.519 -1.209 -0.620 -1.0 2.3 -2.7 -0.27
O -0.256 0.498 -1.373 -2.4 -3.5 -1.0 -0.14
P -1.532 -0.582 0.811 1.9 -0.1 0.9 0.56
Cl -3.134 0.340 0.050 -0.9 0.2 -0.8 0.22
H 2.555 0.118 0.106 0.3 -0.3 0.3 0.11
H 1.300 -2.175 -0.256 2.0 -3.8 0.3 0.06
H 0.283 0.825 1.909 -1.1 0.3 -1.4 0.09
H -1.107 1.856 1.063 1.8 -1.9 -0.1 0.10
H 0.778 1.896 -0.598 1.1 2.1 -0.2 0.12
H -0.894 -2.056 -1.332 0.4 2.1 1.1 0.14
```
Positions in Å, forces in eV/Å.

Values from the calculation:
**E**: -29138.072 eV
**Maximum force**: 4.3 eV/A
**Net charge**: 0

(6)
C5H6CuLiO4 as an isolated structure in a non-equilibrium geometry, computed with ωB97M-V/def2-TZVPD.

Geometry as XYZ:
```
17
Properties=species:S:1:pos:R:3:forces:R:3:mulliken_spin:R:1
O 0.483 0.293 -3.435 -0.3 0.2 -1.2 0.02
C -0.165 0.004 -2.458 2.3 0.0 2.1 0.01
O -1.348 -0.017 -2.155 -0.1 -0.5 0.2 0.01
O 0.763 -0.320 -1.302 0.4 1.0 -4.4 0.10
C 0.286 -0.620 -0.178 -1.9 -0.3 2.4 0.46
C 1.126 -0.687 1.007 -0.6 -1.5 -0.5 0.02
Li 0.348 0.916 -5.177 0.3 -0.2 0.2 0.00
H -0.800 -0.784 -0.118 0.5 0.0 0.1 0.05
H 2.186 -0.603 0.747 -0.2 0.3 0.3 0.01
H 0.941 -1.712 1.391 0.4 0.6 0.4 0.02
Cu -3.012 0.648 -2.356 -1.2 0.4 -0.2 0.00
C 0.671 0.346 2.115 0.4 0.7 0.5 0.18
C -0.821 0.380 2.289 1.2 -1.1 1.1 0.18
O -1.522 1.260 1.847 -0.5 0.4 -0.6 0.83
H 1.034 1.356 1.888 -0.2 -0.3 -0.1 0.00
H -1.275 -0.489 2.816 -0.2 0.3 0.0 0.11
H 1.105 0.030 3.078 -0.3 0.0 -0.3 0.00
```
Positions in Å, forces in eV/Å.

Values from the calculation:
**E**: -58296.588 eV
**Maximum force**: 4.6 eV/A
**Spin multiplicity**: 3
**Net charge**: +2

(7)
C5H6CuO2 as an isolated structure in a non-equilibrium geometry, computed with ωB97M-V/def2-TZVPD.

Geometry as XYZ:
```
14
Properties=species:S:1:pos:R:3:forces:R:3:mulliken_spin:R:1
C -1.107 -1.461 -0.052 -2.2 0.9 0.8 0.00
C -0.463 -0.344 -0.073 -2.1 1.2 0.9 0.00
C 0.756 0.451 -0.341 0.0 0.1 -0.5 0.06
C 1.687 0.486 0.836 0.3 0.1 0.1 -0.02
O 2.893 0.597 0.749 -0.5 -0.1 0.2 -0.13
Cu 4.246 0.246 -0.840 0.0 0.0 -0.1 1.07
H -1.178 -2.529 -0.220 0.2 0.2 -0.1 0.00
H 0.462 1.497 -0.542 0.1 -0.3 0.1 -0.01
H 1.281 0.092 -1.236 0.1 0.1 0.2 0.03
H 1.212 0.428 1.837 0.1 0.0 -0.2 0.01
C -2.003 -0.182 0.372 3.8 -1.7 -0.9 0.00
O -2.901 0.425 -0.501 -0.1 -0.1 0.1 0.00
H -2.252 0.046 1.420 0.1 -0.4 -0.7 0.00
H -2.634 0.250 -1.409 0.0 -0.1 0.0 0.00
```
Positions in Å, forces in eV/Å.

Values from the calculation:
**E**: -54011.354 eV
**Maximum force**: 4.2 eV/A
**Spin multiplicity**: 2
**Net charge**: 0

(8)
A 2-piece molecular cluster, C5H6F2 overall in a non-equilibrium geometry, computed with ωB97M-V/def2-TZVPD.

Geometry as XYZ:
```
13
Properties=species:S:1:pos:R:3:forces:R:3:lowdin_charge:R:1
C -1.702 1.211 -0.593 -0.7 1.7 -1.4 0.07
C -1.077 0.389 -0.017 0.8 -1.3 2.0 -0.23
C 2.822 -0.319 -0.791 0.0 2.8 1.1 -0.16
C 3.118 0.902 -0.305 -0.9 -2.3 -0.7 -0.14
C -0.494 -0.616 0.902 -2.8 -1.7 -1.7 -0.10
F 2.986 -1.398 -0.050 0.2 -0.8 0.2 0.05
F 3.553 0.986 0.933 0.8 0.6 0.9 0.05
H -2.143 2.014 -1.149 0.0 -0.4 0.2 0.02
H 2.164 -0.351 -1.609 -0.3 -0.7 -1.3 0.10
H 2.880 1.812 -0.811 0.1 0.4 -0.2 0.11
H -1.086 -0.633 1.875 1.0 -0.2 -1.3 0.10
H 0.529 -0.458 1.015 1.7 0.3 0.6 0.01
H -0.589 -1.609 0.277 0.1 1.5 1.7 0.12
```
Positions in Å, forces in eV/Å.

Values from the calculation:
**E**: -10713.514 eV
**Maximum force**: 3.7 eV/A
**Net charge**: 0
**SMILES**: F/C=C\F.C#CC

(9)
A 2-piece molecular cluster, C5H6F2N2 overall in a non-equilibrium geometry, computed with ωB97M-V/def2-TZVPD.

Geometry as XYZ:
```
15
Properties=species:S:1:pos:R:3:forces:R:3:lowdin_charge:R:1
C 0.558 -0.344 -0.543 -1.3 4.0 3.8 -0.09
C 0.389 -0.474 2.124 1.3 -1.0 -2.8 0.09
C 0.298 1.000 -1.163 1.3 1.1 -2.4 -0.21
C 0.598 0.123 0.965 -1.7 0.7 -1.0 -0.26
C 4.514 -0.256 -0.453 0.9 0.8 -1.5 -0.06
N 0.196 2.046 -0.136 -0.9 -0.9 0.7 0.01
N 0.323 1.550 0.989 0.7 0.4 0.0 0.02
F 4.893 0.072 -1.701 -0.8 -0.6 0.8 0.01
F 5.360 0.420 0.246 -0.1 -0.1 0.7 0.07
H -0.225 -0.978 -0.618 -2.7 -2.0 -0.4 0.08
H 1.374 -0.835 -0.806 3.9 -1.8 -1.4 0.05
H 0.226 0.065 2.956 -0.5 1.9 2.7 0.03
H 0.530 -1.499 2.202 0.0 -1.8 0.2 0.05
H 1.188 1.400 -1.705 -0.4 -0.6 -0.1 0.11
H -0.526 1.062 -1.906 0.3 0.0 0.7 0.12
```
Positions in Å, forces in eV/Å.

Values from the calculation:
**E**: -13692.466 eV
**Maximum force**: 5.7 eV/A
**Net charge**: 0

(10)
A 2-piece molecular cluster, C5H6F2N2 overall in a non-equilibrium geometry, computed with ωB97M-V/def2-TZVPD.

Geometry as XYZ:
```
15
Properties=species:S:1:pos:R:3:forces:R:3:lowdin_charge:R:1
C -2.733 0.226 -0.220 -0.9 1.2 -1.2 -0.26
C 2.962 0.337 -1.298 1.8 1.8 3.6 -0.05
C -2.635 -0.593 0.905 -0.3 -1.1 2.4 -0.09
C -1.757 -1.570 0.941 0.5 1.1 -1.8 -0.18
C 1.287 0.981 0.339 2.2 2.0 3.0 -0.21
N -2.883 0.937 -1.119 0.3 -0.5 0.5 0.16
N 1.760 0.558 -0.809 -0.9 -0.1 0.9 -0.09
F -1.447 -2.260 2.000 -0.1 -0.7 0.5 0.10
F -0.031 1.333 0.441 0.4 -0.4 -0.5 -0.03
H 3.865 0.647 -0.669 -1.6 -0.5 -1.2 0.09
H 3.033 -0.083 -2.210 0.3 -1.4 -2.7 0.00
H -3.173 -0.525 1.850 -0.4 0.9 -0.4 0.13
H -1.208 -1.692 0.027 0.9 -1.0 0.1 0.12
H 1.983 1.555 1.089 -1.6 -1.2 -1.7 0.15
H 0.976 0.148 -1.265 -0.6 -0.2 -1.5 0.15
```
Positions in Å, forces in eV/Å.

Values from the calculation:
**E**: -13692.599 eV
**Maximum force**: 4.4 eV/A
**Net charge**: 0